60
Properties=species:S:1:pos:R:3:nbo_charge:R:1 method="wB97M-V/def2-TZVPD" largest_force_ev_per_a=0.7 total_energy_ev=-190175.0389 homo_energy_ha="-0.3701 / -0.3687" molar_mass_g_mol=753.51 total_charge=+1 spin_multiplicity=2
H 2.072 1.798 3.439 0.2288
H 2.112 -5.488 -3.425 0.4912
H 2.279 -1.503 -1.787 0.3897
C 2.757 5.532 -1.101 -0.2029
C -0.500 -0.173 4.437 -0.2242
C -1.018 -0.407 3.170 0.0993
N 1.282 -1.367 -1.698 -0.4345
C 2.572 6.889 -0.896 -0.1992
H 0.253 4.349 0.857 0.2170
C -4.154 -2.569 0.724 -0.4004
C 1.192 -4.771 -1.899 0.3944
C -3.834 -1.858 -1.571 -0.0901
C 0.890 5.056 0.343 -0.2178
C 1.196 1.171 3.345 -0.1867
H -0.477 -2.881 0.333 0.1978
S -4.873 -2.939 -0.779 0.5737
O 1.727 -4.650 -3.148 -0.6858
C 1.548 7.331 -0.070 -0.1858
C 2.128 3.181 -0.773 -0.1626
C -2.192 -1.049 1.423 0.4133
H 1.815 -6.802 -1.585 0.2186
Ru -1.271 -0.267 -1.245 1.0396
H 0.579 -2.618 -3.235 0.2024
H 3.231 7.601 -1.373 0.2266
C -3.222 1.221 -2.889 0.1305
C -3.179 -1.644 0.540 0.0573
H 0.868 -6.926 0.685 0.2250
Se -4.548 2.340 -3.058 -0.0704
C 1.306 -5.945 -1.159 -0.3075
H 1.063 0.843 5.466 0.2331
H 2.737 0.641 -1.284 0.2052
N -2.327 0.459 -2.779 -0.6126
C 0.717 6.414 0.557 -0.1913
N -2.115 -1.149 2.757 -0.4887
H -0.950 -0.593 5.326 0.2342
C 0.362 -2.402 -2.185 0.2367
N 0.836 -0.112 -1.490 -0.2077
O -0.949 -1.926 -2.128 -0.6047
C 1.251 2.201 -1.006 -0.1466
C 1.903 4.605 -0.502 -0.0265
C 0.131 -4.907 0.666 -0.2471
H -0.271 -4.956 1.669 0.2148
H -3.847 -1.680 -2.634 0.2794
H 3.170 2.872 -0.831 0.2259
H 1.404 8.391 0.093 0.2256
H -4.465 -3.054 1.634 0.2629
C 1.667 0.838 -1.272 -0.0010
C 0.017 -3.752 -0.084 -0.1625
C 0.673 0.931 2.091 -0.2265
C 0.620 0.628 4.503 -0.1857
H -2.775 -1.620 3.353 0.4374
N -1.217 -0.300 0.910 -0.5099
H 1.131 1.360 1.215 0.2262
C 0.531 -3.666 -1.372 -0.1645
C -0.458 0.123 2.006 0.1697
H -0.069 6.757 1.217 0.2227
C 0.774 -6.010 0.116 -0.1665
H 3.560 5.188 -1.741 0.2171
Br -0.622 2.494 -1.114 0.1965
N -3.021 -1.233 -0.762 -0.3831